Record 1
{
  "formula": "C46H60N7O19",
  "method": "the ωB97M-V functional and the def2-TZVPD basis",
  "charge": 2,
  "homo_ha": [-0.364, -0.341],
  "orbital_gap_ev": [2.660, 2.030],
  "spin_multiplicity": 2,
  "elements": ["O", "O", "O", "O", "O", "O", "O", "O", "O", "O", "O", "O", "O", "O", "O", "O", "O", "O", "O", "N", "N", "N", "N", "N", "N", "N", "C", "C", "C", "C", "C", "C", "C", "C", "C", "C", "C", "C", "C", "C", "C", "C", "C", "C", "C", "C", "C", "C", "C", "C", "C", "C", "C", "C", "C", "C", "C", "C", "C", "C", "C", "C", "C", "C", "C", "C", "C", "C", "C", "C", "C", "C", "H", "H", "H", "H", "H", "H", "H", "H", "H", "H", "H", "H", "H", "H", "H", "H", "H", "H", "H", "H", "H", "H", "H", "H", "H", "H", "H", "H", "H", "H", "H", "H", "H", "H", "H", "H", "H", "H", "H", "H", "H", "H", "H", "H", "H", "H", "H", "H", "H", "H", "H", "H", "H", "H", "H", "H", "H", "H", "H", "H"],
  "xyz": [[7.197, 1.011, -5.822], [4.773, -0.379, -3.112], [-0.357, -4.269, -5.281], [-1.997, -3.628, -4.215], [2.983, 2.999, -3.029], [2.851, 3.978, -1.023], [5.868, 0.511, -7.440], [4.153, -2.694, -8.145], [1.466, 0.484, 0.065], [2.951, -3.574, -9.756], [0.214, -0.050, 1.562], [1.386, 0.015, -5.790], [2.354, -3.877, -7.674], [4.843, -2.266, -2.118], [-0.853, -5.295, -3.456], [8.005, -0.233, -7.365], [5.550, -1.994, -4.269], [-0.322, -0.586, -0.509], [3.396, 5.166, -2.728], [0.345, -4.585, 0.287], [1.995, 0.376, -2.956], [-0.301, 8.069, 5.737], [-3.998, -1.940, -0.461], [-1.508, 3.129, 0.824], [5.443, -0.464, 3.076], [-8.143, -2.430, 5.335], [-3.020, -1.995, -1.623], [-3.465, -1.808, 0.747], [3.135, -3.357, -8.575], [-7.603, -1.240, 4.973], [3.176, 4.055, -2.204], [3.481, -1.807, 3.316], [-0.888, 5.866, 5.100], [5.440, -0.600, 1.708], [-7.724, -3.538, 4.689], [-2.451, 3.486, 1.743], [-0.550, -5.558, -0.289], [6.503, 0.361, 3.742], [7.089, 0.404, -6.911], [0.882, -0.561, -3.501], [-0.253, 3.624, 0.838], [2.421, -0.012, -6.705], [1.807, -3.847, 2.056], [1.338, -1.061, -4.894], [5.011, -1.578, -3.156], [-5.397, -2.164, -0.714], [-0.320, 0.330, -3.512], [0.140, 8.348, 4.458], [-0.284, 9.195, 6.685], [0.445, -0.075, 0.321], [-4.265, -1.944, 1.937], [-0.554, 6.120, 3.793], [2.030, -2.885, -0.151], [-6.502, -2.221, 3.011], [-0.738, 6.816, 6.079], [2.360, -2.824, 1.244], [4.391, -1.324, 1.145], [0.093, 4.561, 1.836], [-9.032, -2.505, 6.489], [0.735, -4.637, 1.566], [4.479, -0.961, 3.879], [-0.029, 7.335, 3.487], [3.370, -1.913, 1.923], [-1.100, -4.385, -4.224], [-2.178, 4.419, 2.785], [1.018, -3.806, -0.550], [-2.012, 2.302, -0.315], [-6.904, -1.084, 3.767], [-6.198, -2.340, 0.495], [-0.851, 5.044, 2.771], [-6.848, -3.484, 3.498], [-5.652, -2.147, 1.767], [2.942, 0.058, -2.808], [-6.434, -4.349, 3.002], [-3.532, -2.079, -2.582], [-8.374, -2.224, 7.312], [-0.158, -6.185, -1.090], [-9.707, -1.649, 6.471], [2.299, -1.575, -4.938], [-3.852, -1.731, 2.912], [0.456, 3.070, 0.242], [5.521, -1.122, -4.668], [2.133, -4.088, 3.057], [1.722, 0.823, -2.093], [-1.391, -4.933, -0.591], [-0.472, 10.102, 6.110], [-2.477, -2.937, -1.542], [-3.364, 2.912, 1.798], [-1.162, -0.271, -3.856], [4.479, -1.590, 0.102], [-5.829, -2.293, -1.696], [2.556, 1.018, -7.035], [-2.395, -1.684, 0.825], [-0.194, 1.085, -4.287], [-8.077, -4.501, 5.026], [-6.646, -0.090, 3.434], [0.724, -1.341, -2.756], [5.687, 1.194, -6.790], [2.877, 3.626, -3.748], [2.217, -0.689, -7.535], [0.349, -5.466, 2.141], [1.073, 4.990, 1.984], [4.551, -0.913, 4.956], [-2.217, 1.270, -0.031], [2.890, -3.556, -6.945], [-1.111, 9.221, 7.393], [3.413, -0.223, -6.307], [-1.467, 2.475, -1.243], [7.490, 0.162, 3.324], [-0.484, 0.839, -2.562], [0.692, -3.724, -1.576], [-0.946, 6.656, 7.126], [2.171, 1.207, -3.502], [6.255, -0.205, 1.121], [-1.014, -3.662, -5.630], [-0.967, -6.225, 0.465], [-9.516, -3.463, 6.679], [0.667, 9.276, 7.211], [-7.877, -0.330, 5.487], [6.573, -0.005, 4.767], [-2.938, 4.696, 3.500], [0.361, 7.459, 2.488], [6.170, 1.398, 3.779], [-7.268, -2.420, 0.370], [0.783, -1.921, -5.270], [-1.409, 4.940, 5.290], [2.379, -2.070, -0.768], [1.027, 0.418, 1.357], [-2.996, 2.710, -0.548], [-2.428, -1.083, -1.700], [0.572, 9.280, 4.122], [2.849, -2.366, 3.991]],
  "forces_ev_per_angstrom": [[1.470, 0.245, 1.051], [-1.516, 3.968, -0.909], [2.602, 0.301, -3.178], [-6.506, 5.544, 1.349], [-0.040, -0.748, -0.811], [-0.327, -2.078, 2.609], [0.931, -0.280, -0.376], [-0.730, -0.224, -1.349], [6.397, 3.296, -2.770], [0.548, 0.642, -1.099], [-3.385, -1.235, 5.484], [-0.849, 0.318, 1.124], [-0.297, 0.150, 0.405], [-0.090, -1.846, -0.378], [1.085, -1.892, 2.972], [1.324, -0.634, -0.374], [0.504, -1.506, -1.459], [-1.362, -0.914, -0.307], [0.833, -0.574, -1.563], [2.246, -0.357, 0.195], [-0.966, 0.021, -0.023], [0.641, 0.200, -1.252], [-1.973, -0.470, -2.634], [-0.684, 0.571, -0.020], [0.414, 1.076, -0.038], [-0.832, -0.902, 0.232], [-0.850, -0.102, -0.474], [-1.565, -0.647, 2.603], [0.945, -0.197, 0.114], [1.107, 2.092, -2.830], [-1.270, 3.831, 1.905], [0.762, 1.373, 0.030], [-0.905, -0.383, 0.770], [-1.559, -0.994, 1.246], [2.788, -1.652, -3.996], [1.187, 1.127, 2.269], [-2.308, -0.327, 0.236], [-0.319, -0.711, 0.568], [-1.489, -0.381, -0.334], [1.892, 0.895, 0.053], [-0.237, -0.309, 1.743], [0.936, 0.724, -0.876], [-1.913, -0.385, -1.182], [0.245, -0.808, -0.003], [-0.355, -0.722, 4.681], [1.196, -0.457, 5.077], [-0.593, 0.186, -1.284], [-1.250, -2.746, -0.233], [-0.184, 0.964, 0.301], [-5.900, -4.174, -6.982], [-0.003, 0.992, -2.840], [-0.540, -1.362, -0.536], [-1.164, -0.001, 2.573], [0.339, 0.394, -0.985], [0.365, 1.232, -0.493], [0.040, -1.317, -0.015], [0.352, -0.147, 0.207], [-0.973, 0.718, 0.709], [1.058, 1.337, 0.659], [2.089, 0.172, 0.862], [-0.981, -2.309, -1.810], [1.494, 1.521, -0.012], [0.794, -0.321, -0.671], [2.314, -4.354, 1.718], [2.163, -0.284, -2.254], [1.354, 2.917, -0.648], [-1.088, 0.412, -0.163], [-0.342, -0.788, 1.647], [1.654, 1.120, -3.043], [-1.692, -1.317, -0.698], [-2.714, 0.392, 3.449], [0.326, -0.026, 1.531], [1.400, -1.267, -0.036], [-0.450, -0.386, 0.319], [-0.403, -0.130, 0.233], [-0.145, -0.526, 0.655], [0.236, 0.716, -0.223], [-0.530, -0.408, -0.373], [0.733, 0.430, 1.051], [0.123, -0.286, -0.025], [0.504, 0.561, -0.684], [0.559, 0.225, -1.254], [-0.009, 0.272, 0.026], [-0.320, -0.283, 0.927], [-0.095, -0.564, -0.839], [0.395, -0.058, -0.105], [0.368, 0.380, 0.030], [-0.142, 0.148, -0.611], [-0.324, 0.051, 0.392], [-0.107, 0.307, -0.724], [0.636, 0.198, -0.211], [-0.367, -0.054, -0.554], [0.215, 0.210, -0.403], [0.084, 0.136, -0.013], [0.000, 0.100, 0.197], [0.065, 0.107, 0.172], [0.345, -0.142, -0.211], [-2.224, 1.056, 0.062], [0.140, -0.494, -1.797], [0.030, 0.075, -0.162], [-0.240, 0.188, 0.131], [0.407, -0.428, -0.815], [0.357, 0.445, -0.095], [0.892, -0.073, -0.035], [-0.443, -0.400, 1.951], [0.062, -0.814, 0.000], [-0.042, -0.618, 0.558], [0.599, -0.417, 0.503], [-0.312, 0.387, -0.463], [-0.104, -0.462, 0.045], [-0.223, -0.665, -0.220], [-0.222, 0.069, -0.029], [-0.189, 0.380, -1.006], [0.066, 0.105, 0.179], [0.581, 0.892, -2.031], [0.381, 0.137, 0.326], [0.161, 0.193, -0.448], [-0.054, -0.168, -0.107], [-0.230, -0.268, 0.362], [-0.098, 0.093, 0.001], [-0.064, -0.106, -0.063], [-0.106, 0.563, -0.130], [0.392, -0.042, -0.367], [-0.031, -0.301, 0.044], [-1.243, 0.301, 0.094], [0.356, -0.152, 0.597], [0.201, -0.438, -0.669], [3.886, 2.909, 4.870], [-0.058, 0.168, 0.085], [0.300, -0.358, 0.614], [-0.153, 0.342, 0.775], [-0.187, 0.311, 0.029]],
  "lowdin_spin": [0.519, 0.000, 0.000, 0.000, 0.000, 0.000, 0.034, 0.537, 0.000, 0.418, 0.000, 0.000, 0.026, 0.000, 0.000, 0.422, 0.000, 0.000, 0.000, 0.000, 0.000, 0.000, -0.017, 0.000, 0.000, -0.229, -0.001, -0.003, 0.016, -0.144, 0.000, 0.000, 0.000, 0.000, -0.168, 0.000, 0.000, 0.000, 0.022, 0.000, 0.000, 0.000, 0.000, 0.000, 0.000, -0.012, 0.000, 0.000, 0.000, 0.000, -0.023, 0.000, 0.000, -0.224, 0.000, 0.000, 0.000, 0.000, -0.014, 0.000, 0.000, 0.000, 0.000, 0.000, 0.000, 0.000, 0.000, -0.026, -0.012, 0.000, -0.041, -0.040, 0.000, 0.000, 0.000, -0.010, 0.000, -0.005, 0.000, -0.001, 0.000, 0.000, 0.000, 0.000, 0.000, 0.000, 0.000, 0.000, 0.000, 0.000, -0.001, 0.000, 0.000, 0.000, -0.014, 0.001, 0.000, 0.003, 0.000, 0.000, 0.000, 0.000, 0.000, 0.000, 0.003, 0.000, 0.000, 0.000, 0.000, 0.000, 0.000, 0.000, 0.000, 0.000, 0.000, 0.000, -0.001, 0.000, -0.015, 0.000, 0.000, 0.000, 0.000, 0.000, 0.000, 0.000, 0.000, 0.000, 0.000, 0.000, 0.000, 0.000]
}



Record 2
{
  "formula": "C30H47CeFP2",
  "method": "the ωB97M-V functional and the def2-TZVPD basis",
  "charge": 1,
  "homo_ha": [-0.349, -0.349],
  "orbital_gap_ev": [6.253, 6.258],
  "relative_energy_kcal_mol": 0.0,
  "spin_multiplicity": 2,
  "elements": ["Ce", "P", "P", "F", "C", "C", "C", "C", "C", "C", "C", "C", "C", "C", "C", "C", "C", "C", "C", "C", "C", "C", "C", "C", "C", "C", "C", "C", "C", "C", "C", "C", "C", "C", "H", "H", "H", "H", "H", "H", "H", "H", "H", "H", "H", "H", "H", "H", "H", "H", "H", "H", "H", "H", "H", "H", "H", "H", "H", "H", "H", "H", "H", "H", "H", "H", "H", "H", "H", "H", "H", "H", "H", "H", "H", "H", "H", "H", "H", "H", "H"],
  "xyz": [[-2.636, -0.776, 1.161], [4.467, -0.669, -1.376], [4.663, -2.783, -3.502], [-2.158, 0.328, 7.407], [-2.475, 1.413, 5.342], [-4.125, 0.875, -0.134], [-0.123, 1.673, -1.761], [0.679, 1.888, 1.578], [-2.207, 0.244, 6.047], [-4.149, -0.404, -0.775], [-4.756, 0.768, 1.138], [-2.327, 0.079, 3.341], [-2.060, -1.081, 4.062], [0.342, 0.479, -1.392], [-1.964, -0.998, 5.476], [-0.293, 2.743, 1.238], [6.171, -0.918, -2.103], [-4.545, -2.805, 0.107], [-0.492, 3.525, -0.006], [-3.483, -0.638, -2.102], [-2.474, 1.324, 3.940], [5.037, -0.844, 0.368], [0.251, 3.044, -1.286], [-5.089, -0.601, 1.369], [4.946, -1.905, -5.110], [-4.725, -1.345, 0.165], [-5.417, -1.167, 2.701], [5.262, -4.431, -4.093], [-3.674, 2.166, -0.771], [-4.983, 1.956, 2.011], [6.303, -2.267, -2.799], [1.322, 0.160, -0.316], [4.488, 1.163, -1.607], [1.745, 1.292, 0.710], [6.201, -4.299, -4.654], [-5.496, -3.291, 0.370], [-3.789, -3.211, 0.821], [-1.729, -1.875, 6.064], [-2.814, 0.198, -2.352], [-4.589, 1.852, 3.022], [-6.050, 2.190, 2.097], [-0.301, 4.589, 0.199], [4.784, -0.829, -4.980], [4.241, -0.568, 1.066], [-3.565, 2.945, -0.010], [6.904, -0.851, -1.287], [2.447, 0.801, 1.409], [-0.047, -0.399, -1.932], [-4.558, -1.644, 3.224], [-4.217, -0.698, -2.924], [5.409, 1.575, -1.171], [-1.101, 2.889, 1.970], [2.249, -0.185, -0.827], [-4.233, -3.096, -0.901], [7.030, -2.214, -3.622], [4.465, 1.363, -2.688], [-5.751, -0.347, 3.355], [3.608, 1.627, -1.150], [-4.510, 2.839, 1.572], [6.628, -3.048, -2.099], [-4.433, 2.543, -1.482], [2.324, 2.054, 0.169], [0.711, 1.557, 2.627], [-2.633, 2.366, 5.842], [5.975, -2.086, -5.454], [-6.212, -1.919, 2.617], [6.379, -0.098, -2.808], [-2.610, 2.219, 3.334], [-2.869, -1.548, -2.163], [4.492, -4.892, -4.728], [-1.872, -2.034, 3.550], [5.917, -0.208, 0.532], [-0.878, 1.661, -2.561], [5.305, -1.897, 0.535], [1.328, 3.222, -1.193], [-1.575, 3.497, -0.232], [-2.708, 2.118, -1.286], [-0.065, 3.732, -2.094], [5.433, -5.071, -3.216], [1.014, -0.729, 0.272], [4.235, -2.278, -5.857]],
  "forces_ev_per_angstrom": [[3.576, -0.590, 0.988], [0.881, 0.572, 0.068], [0.866, -0.793, -1.015], [-0.047, -0.054, -0.723], [0.302, 0.035, -0.980], [-0.865, -0.223, -0.806], [-0.355, -0.388, -0.359], [-0.650, -0.187, 0.152], [0.074, -0.198, 0.912], [-0.685, 0.373, 0.696], [0.136, -0.365, -0.256], [-0.176, 0.052, -1.279], [0.098, 1.270, 1.284], [-0.643, -0.164, 0.326], [-0.160, -0.083, -1.161], [-0.227, -0.516, 0.631], [0.157, -0.053, -0.058], [-0.531, -0.486, -0.337], [-0.614, -0.212, -0.970], [-0.035, -0.084, -0.410], [0.011, -0.292, 1.478], [-0.194, 0.161, 0.169], [-0.212, 1.260, -0.054], [0.403, 0.527, -1.524], [-0.393, 0.076, -0.028], [-0.546, 2.070, -0.154], [-0.537, -0.190, 0.413], [-0.145, -0.019, 0.000], [-0.263, 0.310, 0.028], [-0.326, 0.306, 0.335], [-0.186, -0.196, 0.157], [0.876, 0.370, 0.787], [-0.028, 0.096, 0.237], [0.665, -0.614, -0.433], [-0.300, -0.262, 0.132], [0.454, -0.177, -0.089], [-0.008, 0.090, 0.025], [-0.030, 0.204, 0.229], [-0.221, -0.202, 0.135], [-0.217, -0.145, -0.120], [0.067, -0.108, -0.059], [0.236, -0.253, -0.113], [0.042, -0.113, -0.141], [0.170, -0.095, 0.022], [-0.019, -0.165, -0.212], [-0.104, 0.225, -0.260], [-0.072, 0.244, -0.484], [0.181, 0.355, 0.156], [-0.298, 0.121, -0.306], [0.192, -0.070, 0.320], [-0.270, 0.128, -0.147], [0.630, 0.285, 0.016], [-0.531, 0.088, 0.379], [-0.152, -0.209, 0.248], [-0.058, -0.182, 0.306], [0.020, -0.010, 0.300], [0.063, -0.434, -0.108], [0.326, 0.022, -0.166], [-0.132, -0.151, 0.207], [-0.032, 0.165, -0.079], [0.315, -0.258, 0.198], [-0.273, -0.202, 0.329], [-0.332, -0.060, -0.469], [0.080, -0.313, 0.126], [-0.337, 0.088, 0.003], [0.154, 0.140, 0.189], [-0.123, -0.233, 0.176], [-0.022, -0.178, 0.284], [-0.184, 0.006, 0.129], [0.334, 0.029, 0.140], [-0.109, -0.122, 0.192], [-0.221, -0.164, 0.145], [0.389, 0.030, 0.220], [-0.055, 0.281, 0.011], [-0.187, -0.336, 0.032], [0.516, 0.139, 0.079], [-0.335, -0.264, 0.023], [0.198, -0.196, 0.383], [-0.009, 0.036, -0.303], [-0.111, 0.279, -0.261], [0.150, 0.174, 0.067]],
  "lowdin_spin": [1.014, 0.000, 0.000, 0.000, 0.000, -0.003, 0.000, 0.000, 0.000, -0.002, -0.001, -0.006, -0.001, 0.000, 0.000, 0.000, 0.000, 0.000, 0.000, 0.000, 0.000, 0.000, 0.000, 0.001, 0.000, -0.003, 0.001, 0.000, -0.001, 0.000, 0.000, 0.000, 0.000, 0.000, 0.000, 0.000, 0.000, 0.000, 0.000, 0.000, 0.000, 0.000, 0.000, 0.000, 0.000, 0.000, 0.000, 0.000, 0.000, 0.000, 0.000, 0.000, 0.000, 0.000, 0.000, 0.000, 0.000, 0.000, 0.000, 0.000, 0.000, 0.000, 0.000, 0.000, 0.000, 0.000, 0.000, 0.000, 0.000, 0.000, 0.000, 0.000, 0.000, 0.000, 0.000, 0.000, 0.000, 0.000, 0.000, 0.000, 0.000]
}



Number 1: E -97979.68712 eV. Number 2: E -66087.46245 eV.